C2H2O2Zn | the ωB97M-V functional and the def2-TZVPD basis

As for the multiplicity: 2. The calculation puts the gap between HOMO and LUMO (spin up / spin down) at 5.64 / 3.61 eV. As for the total charge: +1. As for the relative energy (zero: lowest compared OMol25 entry of this formula, charge and spin): 0.00 kJ/mol. The expectation value of S² is 1.21. As for the LUMO energy (spin up / spin down): -7.88 / -9.22 eV. For the highest occupied orbital energy (spin up / spin down), the calculation gives -13.5197 / -12.8313 eV.

Cartesian coordinates (Å):
O1 1.190 0.459 0.095
C1 0.190 -0.356 0.062
C2 -1.163 0.093 0.029
O2 -1.518 1.282 -0.068
Zn1 2.835 0.682 -0.118
H1 0.379 -1.435 -0.025
H2 -1.914 -0.725 0.024

***

C2H2O3 | the ωB97M-V functional and the def2-TZVPD basis

The SMILES is O[C@]12O[C@H]1O2. The calculation puts the gap between HOMO and LUMO at 10.02 eV. As for the relative energy (zero: lowest compared OMol25 entry of this formula, charge and spin): 526.04 kJ/mol. As for the LUMO energy: 0.59 eV. For the highest occupied orbital energy, the calculation gives -9.4268 eV.

Cartesian coordinates (Å):
O1 1.679 0.092 0.217
C1 0.183 0.089 0.500
O2 -0.599 -1.011 0.544
C2 -0.897 0.218 -0.328
O3 -0.698 1.125 0.745
H1 1.678 -0.794 -0.306
H2 -1.346 0.282 -1.372

***

C2H2O3 | the ωB97M-V functional and the def2-TZVPD basis

The calculation puts the gap between HOMO and LUMO (spin up / spin down) at 6.67 / 6.75 eV. As for the relative energy (zero: lowest compared OMol25 entry of this formula, charge and spin): 1042.26 kJ/mol. As for the LUMO energy (spin up / spin down): -3.54 / -3.49 eV. For the highest occupied orbital energy (spin up / spin down), the calculation gives -10.2082 / -10.2357 eV.

Cartesian coordinates (Å):
C1 0.957 -0.997 0.230
C2 -0.095 -0.126 0.251
O1 1.793 0.032 -0.077
O2 0.737 0.950 -0.047
O3 -2.394 0.905 -0.082
H1 1.278 -1.918 0.722
H2 -2.276 1.153 -0.996

***

C2H2O4 | the ωB97M-V functional and the def2-TZVPD basis

The SMILES is O=COC(=O)O. The calculation puts the gap between HOMO and LUMO at 11.54 eV. As for the relative energy (zero: lowest compared OMol25 entry of this formula, charge and spin): 156.87 kJ/mol. As for the LUMO energy: 0.13 eV. For the highest occupied orbital energy, the calculation gives -11.4132 eV.

Cartesian coordinates (Å):
O1 0.562 1.057 -1.852
C1 0.453 -0.052 -1.395
O2 -0.194 -0.508 -0.131
C2 -0.079 0.402 0.801
O3 0.377 1.509 0.902
O4 -0.714 -0.298 1.966
H1 0.694 -0.971 -1.956
H2 -1.099 -1.139 1.666

***

| no. | maximum force (hartree/bohr) | M (g/mol) | total energy (hartree) |
| --- | --- | --- | --- |
| 1 | 0.0723 | 123.4 | -2006.76015 |
| 2 | 0.1267 | 74.0 | -302.92999 |
| 3 | 0.0645 | 74.0 | -302.73337 |
| 4 | 0.1151 | 90.0 | -378.35448 |